1.
Formula: C39H104O39S13
Source: the OMol25 dataset
Level of theory: wB97M-V/def2-TZVPD

For the relative energy (zero: lowest compared OMol25 entry of this formula, charge and spin), the calculation gives 855.6 kJ/mol. The charge is 0. Its frontier orbital gap is 10.734 eV.

Geometry as XYZ:
```
195
C39H104O39S13 wB97M-V/def2-TZVPD
O 4.56 -6.77 0.76
S 3.09 -6.54 0.87
O 2.41 -5.48 0.23
O 2.31 -7.90 0.32
C 0.88 -7.93 0.24
C 0.51 -9.37 -0.08
C 2.51 -6.54 2.66
H 0.48 -7.27 -0.52
H 0.47 -7.76 1.24
H 0.57 -9.57 -1.15
H -0.52 -9.52 0.24
H 1.18 -10.03 0.47
H 3.44 -6.41 3.21
H 1.96 -7.45 2.90
H 1.89 -5.65 2.78
O -6.93 -8.10 3.40
S -5.45 -7.97 3.40
O -4.64 -7.70 2.19
O -5.10 -6.93 4.59
C -4.18 -5.94 4.43
C -4.02 -5.05 5.69
C -4.83 -9.49 4.25
H -4.37 -5.28 3.58
H -3.22 -6.46 4.37
H -3.34 -4.21 5.55
H -3.91 -5.64 6.60
H -5.00 -4.60 5.80
H -3.78 -9.41 4.52
H -4.94 -10.23 3.45
H -5.49 -9.65 5.10
O 5.36 0.50 -3.44
S 6.70 0.00 -3.82
O 7.17 -0.06 -5.19
O 7.76 0.89 -2.83
C 9.12 0.87 -3.21
C 10.03 1.26 -2.11
C 6.98 -1.67 -3.04
H 9.31 1.52 -4.06
H 9.33 -0.15 -3.56
H 9.86 2.30 -1.82
H 11.03 1.07 -2.49
H 9.81 0.68 -1.22
H 7.93 -2.01 -3.46
H 6.17 -2.34 -3.31
H 7.12 -1.56 -1.96
O -2.37 -1.26 -7.84
S -2.59 0.19 -7.94
O -1.50 1.09 -8.34
O -3.93 0.49 -8.91
C -4.84 -0.50 -9.30
C -4.38 -1.30 -10.51
C -3.33 0.78 -6.38
H -5.85 -0.10 -9.40
H -5.05 -1.17 -8.46
H -4.23 -0.65 -11.37
H -5.09 -2.04 -10.88
H -3.42 -1.76 -10.30
H -4.30 0.30 -6.43
H -3.42 1.87 -6.39
H -2.64 0.47 -5.59
O -2.72 10.22 -2.40
S -1.29 9.79 -2.36
O -0.47 9.93 -1.18
O -1.21 8.25 -2.92
C 0.04 7.50 -2.70
C -0.16 6.06 -3.18
C -0.48 10.59 -3.78
H 0.11 7.38 -1.62
H 0.93 7.93 -3.17
H -1.03 5.57 -2.76
H 0.71 5.42 -3.06
H -0.38 6.12 -4.25
H 0.59 10.41 -3.88
H -0.50 11.68 -3.70
H -1.01 10.34 -4.70
O 2.51 10.62 5.01
S 2.22 9.56 5.95
O 0.92 9.39 6.58
O 2.55 8.16 5.15
C 2.45 6.92 5.88
C 1.62 5.95 5.06
C 3.56 9.48 7.23
H 2.04 7.12 6.87
H 3.45 6.56 6.13
H 1.91 4.92 5.27
H 1.71 6.20 4.00
H 0.54 6.01 5.24
H 3.43 8.53 7.75
H 3.54 10.34 7.90
H 4.51 9.44 6.69
O -7.51 -6.64 -7.25
S -8.70 -7.20 -6.52
O -10.02 -6.71 -6.79
O -8.68 -8.85 -6.70
C -9.89 -9.49 -6.29
C -9.69 -11.04 -6.27
C -8.46 -7.19 -4.63
H -10.60 -9.23 -7.07
H -10.17 -9.00 -5.35
H -10.45 -11.65 -5.78
H -8.75 -11.32 -5.80
H -9.60 -11.36 -7.30
H -9.42 -7.39 -4.15
H -8.04 -6.23 -4.34
H -7.81 -8.00 -4.30
O -0.41 0.94 1.35
S 0.03 -0.42 1.00
O 0.04 -1.57 1.91
O -0.73 -0.84 -0.47
C -1.23 -2.15 -0.60
C -2.77 -2.19 -0.29
C 1.75 -0.17 0.46
H -0.75 -2.89 0.03
H -1.05 -2.46 -1.63
H -3.20 -1.30 -0.75
H -2.98 -2.12 0.78
H -3.17 -3.15 -0.59
H 2.20 -0.15 1.45
H 1.88 0.78 -0.07
H 2.08 -0.97 -0.21
O -9.82 0.70 -3.16
S -9.36 -0.56 -3.78
O -7.97 -0.94 -3.72
O -10.26 -1.79 -3.13
C -10.30 -1.94 -1.72
C -9.32 -2.87 -1.05
C -10.00 -0.71 -5.52
H -11.30 -2.31 -1.49
H -10.32 -0.97 -1.23
H -9.25 -2.73 0.03
H -8.33 -2.65 -1.45
H -9.50 -3.91 -1.34
H -9.75 -1.67 -5.98
H -9.56 0.05 -6.17
H -11.09 -0.69 -5.56
O 7.62 -2.05 2.56
S 8.86 -2.50 3.22
O 9.85 -1.54 3.70
O 8.52 -3.49 4.51
C 9.66 -3.82 5.40
C 9.33 -4.59 6.63
C 9.76 -3.68 2.13
H 10.10 -2.88 5.74
H 10.43 -4.36 4.85
H 10.21 -4.94 7.17
H 8.82 -5.49 6.32
H 8.67 -4.04 7.31
H 9.93 -3.05 1.26
H 9.13 -4.56 1.95
H 10.74 -3.93 2.53
O 9.46 5.15 3.36
S 8.70 5.70 4.48
O 8.16 7.05 4.33
O 7.44 4.67 4.87
C 7.71 3.29 4.91
C 6.63 2.58 5.84
C 9.67 5.71 6.06
H 8.68 3.17 5.40
H 7.73 2.94 3.88
H 5.64 2.56 5.38
H 6.52 3.11 6.79
H 6.85 1.53 6.02
H 8.99 6.21 6.76
H 10.59 6.28 5.96
H 9.80 4.69 6.42
O 6.67 9.64 -1.19
S 5.21 9.39 -1.14
O 4.32 10.11 -2.03
O 4.92 7.80 -1.32
C 5.91 6.96 -0.78
C 5.46 5.61 -0.25
C 4.46 9.52 0.57
H 6.49 7.45 0.00
H 6.55 6.66 -1.62
H 4.86 5.09 -1.00
H 4.90 5.73 0.68
H 6.23 4.89 0.03
H 4.56 10.59 0.79
H 5.09 9.03 1.31
H 3.47 9.10 0.43
O -7.13 -1.11 3.50
S -7.09 0.30 3.64
O -6.17 0.83 4.63
O -6.84 0.92 2.14
C -5.96 2.03 1.99
C -5.93 2.52 0.55
C -8.78 0.97 4.05
H -4.97 1.82 2.38
H -6.40 2.73 2.70
H -6.90 2.63 0.08
H -5.33 1.90 -0.12
H -5.65 3.58 0.61
H -8.63 2.04 4.18
H -9.06 0.59 5.03
H -9.56 0.68 3.34
```

Results of the Mulliken charge analysis, in e, for atoms 1 through 99: O -0.597; S 1.166; O -0.579; O -0.295; C -0.051; C -1.230; C -0.911; H 0.265; H 0.263; H 0.298; H 0.371; H 0.316; H 0.373; H 0.282; H 0.328; O -0.586; S 1.056; O -0.568; O -0.255; C -0.130; C -1.231; C -0.898; H 0.355; H 0.264; H 0.357; H 0.327; H 0.325; H 0.311; H 0.351; H 0.322; O -0.583; S 1.098; O -0.568; O -0.281; C -0.098; C -1.233; C -0.876; H 0.282; H 0.313; H 0.303; H 0.368; H 0.281; H 0.317; H 0.373; H 0.305; O -0.582; S 1.117; O -0.580; O -0.331; C -0.294; C -1.068; C -0.792; H 0.417; H 0.275; H 0.287; H 0.365; H 0.280; H 0.259; H 0.318; H 0.332; O -0.601; S 1.124; O -0.562; O -0.297; C 0.009; C -1.299; C -0.931; H 0.249; H 0.294; H 0.323; H 0.357; H 0.332; H 0.310; H 0.371; H 0.321; O -0.584; S 1.125; O -0.595; O -0.293; C -0.271; C -1.247; C -0.825; H 0.408; H 0.394; H 0.337; H 0.303; H 0.309; H 0.293; H 0.349; H 0.299; O -0.600; S 1.142; O -0.584; O -0.311; C -0.146; C -1.189; C -0.952; H 0.281; H 0.327

=====

2.
Formula: C39H107FN2O22S
Source: the OMol25 dataset
Level of theory: wB97M-V/def2-TZVPD

The charge is 0. Its frontier orbital gap is 8.811 eV.

Geometry as XYZ:
```
172
C39H107FN2O22S wB97M-V/def2-TZVPD
C 3.49 -2.41 0.38
C 2.56 -1.67 0.19
C 1.37 -0.77 -0.03
C 1.86 0.68 0.22
C 3.42 0.81 0.10
C 4.02 2.10 0.69
O 4.12 0.79 1.31
C 0.28 -1.20 1.07
O -0.42 -0.10 1.57
C -1.75 0.08 1.08
C -1.93 -0.02 -0.47
C -1.38 1.12 -1.29
C -2.18 2.05 -1.78
C -2.11 1.57 1.44
C -0.88 2.47 1.60
F -0.39 2.38 2.91
C -2.82 -0.75 1.82
C -2.89 -2.27 1.59
C -3.47 -2.79 0.24
C -4.74 -2.09 -0.28
O -4.63 -1.96 -1.71
N 1.02 -1.79 2.22
C 1.13 -0.92 3.38
C 0.58 -3.09 2.54
C 0.93 -4.32 1.68
O -0.05 -3.26 3.55
N 0.86 -1.09 -1.42
C 1.70 -0.49 -2.47
S 0.90 -2.81 -1.72
H 4.17 -3.07 0.88
H 1.55 1.43 -0.50
H 1.70 1.04 1.24
H 3.88 0.40 -0.79
H 3.38 2.79 1.22
H 4.82 2.35 0.00
H -0.35 -1.94 0.57
H -3.01 -0.03 -0.64
H -1.58 -0.98 -0.88
H -0.34 1.22 -1.56
H -3.25 2.03 -1.57
H -1.80 2.88 -2.36
H -2.87 1.97 0.78
H -2.57 1.52 2.43
H -0.10 2.30 0.86
H -1.20 3.51 1.48
H -2.61 -0.61 2.89
H -3.77 -0.23 1.66
H -1.93 -2.77 1.74
H -3.54 -2.68 2.37
H -3.73 -3.85 0.41
H -2.67 -2.82 -0.51
H -5.65 -2.68 -0.14
H -4.90 -1.08 0.10
H -3.74 -1.67 -1.93
H 1.82 -1.41 4.07
H 1.57 0.05 3.16
H 0.20 -0.79 3.95
H 0.17 -5.07 1.92
H 1.88 -4.75 2.03
H 0.93 -4.14 0.61
H 1.61 0.60 -2.53
H 2.76 -0.80 -2.44
H 1.31 -0.85 -3.43
H 2.13 -3.10 -2.22
C -1.06 3.07 6.27
O -0.72 1.93 5.51
H -1.34 2.75 7.27
H -0.21 3.75 6.33
H -1.92 3.57 5.81
H -0.49 2.24 4.62
C 0.66 3.55 -3.49
O 1.38 2.97 -2.42
H 0.31 2.75 -4.14
H -0.20 4.10 -3.11
H 1.31 4.23 -4.07
H 1.69 3.68 -1.84
C 1.61 -7.22 4.62
O 0.45 -6.42 4.79
H 1.32 -8.26 4.71
H 2.05 -7.05 3.63
H 2.35 -6.98 5.39
H 0.72 -5.50 4.69
C -2.32 -6.14 6.64
O -2.66 -4.94 7.32
H -2.85 -6.96 7.11
H -2.62 -6.07 5.59
H -1.25 -6.32 6.70
H -2.19 -4.22 6.89
C -1.33 4.41 -6.76
O -1.68 4.16 -5.40
H -0.27 4.21 -6.89
H -1.90 3.75 -7.42
H -1.53 5.45 -7.02
H -2.61 4.35 -5.31
C -1.83 7.25 -1.32
O -0.92 6.57 -0.45
H -2.21 6.53 -2.04
H -2.66 7.66 -0.74
H -1.31 8.05 -1.85
H -0.59 7.21 0.18
C -1.35 -2.59 -5.19
O -1.79 -2.75 -3.84
H -2.11 -2.03 -5.72
H -0.41 -2.04 -5.22
H -1.23 -3.57 -5.66
H -1.10 -3.24 -3.36
C -6.88 -2.11 2.83
O -7.20 -1.26 1.72
H -5.97 -1.73 3.29
H -7.69 -2.09 3.56
H -6.71 -3.13 2.48
H -8.00 -1.60 1.32
C 5.77 -5.86 1.93
O 5.22 -4.55 1.85
H 5.50 -6.40 1.03
H 6.86 -5.81 2.01
H 5.35 -6.38 2.80
H 5.45 -4.07 2.65
C -2.63 6.02 4.10
O -1.30 5.81 3.62
H -3.15 6.68 3.42
H -3.16 5.06 4.15
H -2.59 6.47 5.10
H -0.87 5.22 4.24
C -5.18 4.27 2.07
O -5.13 4.11 3.48
H -4.29 4.80 1.74
H -5.21 3.29 1.58
H -6.07 4.85 1.78
H -5.93 3.64 3.75
C 5.05 -9.02 -0.07
O 5.19 -9.28 1.33
H 5.92 -8.46 -0.41
H 4.98 -9.96 -0.63
H 4.15 -8.42 -0.24
H 4.41 -9.77 1.61
C 1.34 7.88 -3.47
O 1.39 7.59 -2.07
H 2.20 8.49 -3.73
H 1.36 6.95 -4.04
H 0.42 8.44 -3.70
H 0.62 7.05 -1.86
C 3.68 -5.88 -1.74
O 4.09 -7.11 -2.33
H 4.48 -5.53 -1.09
H 3.49 -5.13 -2.51
H 2.77 -6.03 -1.14
H 3.38 -7.40 -2.90
C 4.81 10.71 -2.57
O 4.63 9.46 -3.23
H 5.24 11.41 -3.28
H 3.85 11.10 -2.22
H 5.49 10.59 -1.72
H 4.25 8.85 -2.59
C -1.76 1.05 -5.85
O -1.55 -0.06 -6.71
H -1.95 0.67 -4.85
H -0.88 1.69 -5.83
H -2.63 1.62 -6.19
H -1.38 0.26 -7.60
C 4.00 5.62 0.31
O 2.72 5.21 -0.13
H 4.52 4.76 0.72
H 4.57 6.03 -0.53
H 3.90 6.38 1.09
H 2.27 5.99 -0.49
C 0.88 -7.52 -4.99
O 1.02 -7.79 -3.59
H 1.75 -6.96 -5.32
H 0.81 -8.45 -5.55
H -0.02 -6.92 -5.17
H 0.24 -8.28 -3.32
```

Results of the Mulliken charge analysis, in e, for atoms 1 through 99: C -0.513; C -1.621; C 3.225; C -0.139; C -0.151; C -1.013; O -0.510; C -2.553; O 0.597; C 2.572; C 0.027; C 0.521; C -1.201; C -1.536; C -0.072; F -0.493; C -2.269; C -0.347; C -0.746; C -0.517; O -0.621; N 0.737; C -1.019; C 0.400; C -0.552; O -0.705; N 0.732; C -0.636; S -0.320; H 0.398; H -0.487; H -0.025; H 0.737; H 0.272; H 0.351; H 1.039; H 0.834; H -0.151; H -0.575; H 0.291; H -0.064; H 0.007; H 0.859; H -0.286; H 0.359; H 0.477; H 0.757; H -0.574; H 0.702; H 0.678; H 0.079; H 0.373; H 0.195; H 0.303; H 0.434; H 0.171; H 0.331; H 0.493; H 0.105; H -0.122; H -0.106; H 0.398; H 0.266; H -0.001; C -0.545; O -0.466; H 0.267; H 0.249; H 0.142; H 0.496; C -0.271; O -0.383; H -0.020; H 0.072; H 0.490; H 0.089; C -0.558; O -0.405; H 0.260; H 0.173; H 0.288; H 0.227; C -0.375; O -0.535; H 0.287; H 0.194; H 0.133; H 0.301; C -0.746; O -0.271; H 0.259; H 0.295; H 0.308; H 0.229; C -0.722; O -0.459; H 0.230; H 0.313; H 0.317

=====

E_LUMO per entry: -0.025, 0.187 eV